Here is a structure of composition C52H55N3OP2PtSi in a non-equilibrium geometry from the Open Molecules 2025 dataset. Energies are from the ωB97M-V functional and the def2-TZVPD basis.

The relative energy (zero: lowest compared OMol25 entry of this formula, charge and spin) is 0.000 eV. Its molar mass is 1023.14 g/mol. As for the total charge: +2. For the LUMO energy (alpha / beta), the calculation gives -0.29327 / -0.29328 Ha. For the total energy, the calculation gives -3345.10709 hartree. Its HOMO energy (alpha / beta) is -10.69 / -10.69 eV.

```
115
Properties=species:S:1:pos:R:3:mulliken_charge:R:1
Pt -0.088 -0.140 0.036 3.93
C -1.994 1.865 3.726 -1.09
Si -0.256 1.806 3.008 0.39
C 0.758 3.335 3.454 -1.62
C 0.652 0.377 3.787 -0.58
N -0.466 1.709 1.183 0.05
C -1.024 2.800 0.590 0.76
C -1.444 3.934 1.367 -0.93
C -2.042 5.050 0.855 -1.43
C -2.290 5.134 -0.515 -1.05
C -1.912 4.089 -1.327 -1.12
C -1.294 2.950 -0.814 0.71
O -0.990 1.908 -1.649 0.86
C -0.962 2.183 -3.022 -0.61
C -1.861 1.527 -3.840 -0.06
C -1.801 1.739 -5.212 -0.84
C -0.869 2.618 -5.742 -0.90
C 0.012 3.286 -4.900 -0.99
C -0.024 3.067 -3.531 0.29
H -1.962 1.535 4.767 0.44
H -2.670 1.209 3.179 0.03
H -2.440 2.857 3.713 0.61
H 1.596 3.044 4.090 0.54
H 0.168 4.061 4.015 0.51
H 1.160 3.852 2.582 0.38
H 0.126 0.108 4.705 0.37
H 1.659 0.688 4.058 0.73
H 0.747 -0.522 3.193 -0.39
H -1.298 3.910 2.426 0.07
H -2.328 5.857 1.514 0.47
H -2.793 5.994 -0.936 0.44
H -2.108 4.142 -2.387 0.52
H -2.602 0.874 -3.399 0.61
H -2.496 1.226 -5.863 0.57
H -0.844 2.801 -6.807 0.46
H 0.725 3.988 -5.309 0.50
H 0.653 3.582 -2.863 0.57
C -1.860 -2.850 -0.850 -1.62
C -1.636 -3.034 0.633 -1.79
P -1.563 -1.355 1.370 -0.01
C -1.340 -1.831 3.105 0.82
C -0.272 -2.688 3.387 -0.22
C -0.080 -3.168 4.669 -0.94
C -0.947 -2.792 5.687 -0.74
C -1.993 -1.925 5.419 -1.02
C -2.191 -1.440 4.133 -0.39
C -3.253 -0.749 1.131 0.65
C -3.484 0.286 0.226 0.75
C -4.777 0.712 -0.036 -0.85
C -5.849 0.113 0.610 -0.81
C -5.628 -0.931 1.500 -0.95
C -4.339 -1.368 1.754 -0.67
P -0.405 -1.939 -1.478 0.50
C -0.794 -1.845 -3.246 1.29
C -2.080 -1.485 -3.652 -1.15
C -2.414 -1.506 -4.996 -0.85
C -1.466 -1.871 -5.943 -0.67
C -0.180 -2.207 -5.548 -0.97
C 0.161 -2.188 -4.203 -0.85
C 0.943 -3.146 -1.357 0.63
C 0.757 -4.465 -1.781 -0.52
C 1.783 -5.385 -1.658 -0.87
C 3.011 -4.997 -1.133 -0.75
C 3.209 -3.686 -0.731 -0.95
C 2.176 -2.764 -0.841 -0.22
H -2.757 -2.255 -1.026 0.83
H -1.971 -3.784 -1.401 0.87
H -0.694 -3.554 0.818 0.66
H -2.430 -3.593 1.132 0.80
H 0.426 -2.968 2.606 0.25
H 0.745 -3.837 4.875 0.48
H -0.805 -3.178 6.687 0.43
H -2.663 -1.623 6.213 0.45
H -3.008 -0.762 3.947 0.61
H -2.646 0.759 -0.278 -0.27
H -4.947 1.515 -0.741 0.52
H -6.857 0.452 0.417 0.44
H -6.463 -1.409 1.994 0.45
H -4.186 -2.200 2.429 0.52
H -2.831 -1.203 -2.925 0.36
H -3.417 -1.245 -5.303 0.53
H -1.734 -1.900 -6.990 0.45
H 0.555 -2.502 -6.284 0.47
H 1.161 -2.476 -3.901 0.49
H -0.181 -4.779 -2.222 0.40
H 1.629 -6.406 -1.979 0.48
H 3.811 -5.719 -1.045 0.43
H 4.168 -3.375 -0.337 0.52
H 2.333 -1.741 -0.525 0.33
C 2.918 -0.592 1.707 0.28
C 3.994 -0.011 2.369 0.86
C 5.051 -0.809 2.881 -0.58
C 6.091 -0.236 3.574 -0.82
C 6.119 1.143 3.785 -0.31
C 5.105 1.954 3.270 -1.03
C 4.065 1.393 2.568 0.41
H 2.104 0.026 1.320 -0.67
H 2.862 -1.663 1.574 0.25
H 5.022 -1.880 2.723 0.48
H 6.893 -0.854 3.953 0.44
H 6.927 1.586 4.350 0.45
H 5.144 3.024 3.420 0.48
H 3.278 2.022 2.170 0.27
C 3.573 1.126 -4.026 -0.91
N 2.889 1.172 -2.743 0.42
C 3.236 1.946 -1.666 -1.63
C 2.358 1.635 -0.677 -0.37
N 1.491 0.669 -1.133 0.89
C 1.832 0.433 -2.388 -0.36
H 4.525 0.607 -3.926 0.33
H 3.748 2.139 -4.381 0.34
H 2.945 0.602 -4.742 0.33
H 4.058 2.638 -1.699 0.52
H 2.302 2.022 0.324 0.47
H 1.348 -0.250 -3.067 -0.09
```